DFT (ωB97M-V/def2-TZVPD) results for C5H6AuO2 as an isolated structure.

Output
expectation value of S²: 3.758
energy: -479.8174 a.u.
frontier orbital gap (spin up / spin down): 8.001 / 4.802 eV

The geometry in ORCA input format:
```
! RIJCOSX wB97M-V def2-TZVPD def2/J DEFGRID3
* xyz 0 4
C 1.087 1.885 0.812
C 0.831 0.691 0.673
C 0.556 -0.747 0.591
C 0.533 -1.230 -0.840
O 0.154 -2.469 -1.076
Au -0.569 -3.755 -0.269
H 1.507 2.843 1.068
H -0.425 -0.934 1.067
H 1.297 -1.312 1.193
H 1.243 -0.758 -1.539
C -0.967 1.759 -0.583
O -2.018 1.156 -0.060
H -0.614 1.068 -1.382
H -2.614 1.801 0.344
*
```

=====

DFT (ωB97M-V/def2-TZVPD) results for C58H51N8PTi as an isolated structure.

Output
expectation value of S²: 2.096
energy: -3869.1559 a.u.
frontier orbital gap (spin up / spin down): 6.342 / 6.081 eV

The geometry in ORCA input format:
```
! RIJCOSX wB97M-V def2-TZVPD def2/J DEFGRID3
* xyz 2 3
Ti 0.470 -0.519 -0.326
C 2.300 -4.180 -0.935
C 1.301 -3.713 -1.796
C 1.405 -2.454 -2.364
C 2.460 -1.599 -1.956
C 3.502 -2.084 -1.119
C 3.428 -3.387 -0.650
H 2.221 -5.148 -0.416
H 0.578 -4.442 -2.111
H 0.786 -2.219 -3.210
H 2.552 -0.579 -2.454
H 4.368 -1.543 -0.859
H 4.285 -3.773 -0.045
C 0.045 4.883 -0.322
N 0.819 3.610 -0.351
C 0.295 2.426 -0.631
N 1.251 1.508 -0.844
C 2.459 2.197 -0.643
C 2.183 3.488 -0.266
C 3.052 4.625 0.053
C 3.769 5.177 -1.022
C 4.484 6.346 -0.789
C 4.582 6.948 0.482
C 3.937 6.345 1.530
C 3.232 5.164 1.315
C 3.829 1.646 -0.704
C 4.619 1.715 0.459
C 5.953 1.472 0.379
C 6.569 1.305 -0.822
C 5.860 1.172 -1.986
C 4.482 1.380 -1.910
P -1.560 2.207 -0.783
C -1.587 0.876 -1.993
N -1.261 -0.345 -1.650
C -1.961 -1.174 -2.552
C -2.542 -0.332 -3.482
N -2.291 0.945 -3.118
C -2.693 2.172 -3.806
C -3.352 -0.635 -4.677
C -2.994 -0.172 -5.917
C -3.725 -0.491 -7.038
C -4.894 -1.248 -6.930
C -5.254 -1.677 -5.685
C -4.517 -1.408 -4.567
C -2.111 -2.668 -2.493
C -1.589 -3.554 -3.495
C -1.863 -4.906 -3.476
C -2.621 -5.421 -2.414
C -3.076 -4.633 -1.398
C -2.855 -3.259 -1.501
C -1.703 1.309 0.790
N -0.696 0.536 1.152
C -0.932 0.056 2.382
C -2.212 0.528 2.746
N -2.673 1.342 1.707
C -4.012 1.889 1.478
C -2.959 0.419 4.027
C -3.687 -0.722 4.434
C -4.204 -0.750 5.744
C -4.075 0.308 6.608
C -3.514 1.478 6.119
C -2.899 1.514 4.902
C -0.042 -0.817 3.148
C -0.197 -1.004 4.485
C 0.633 -1.681 5.483
C 1.835 -2.302 5.407
C 2.343 -2.790 4.278
C 1.534 -2.811 3.043
H 0.099 5.238 0.685
H -0.980 4.669 -0.523
H 0.349 5.622 -1.067
H 3.752 4.665 -1.997
H 4.922 6.744 -1.668
H 5.155 7.827 0.563
H 4.076 6.837 2.551
H 2.611 4.655 2.082
H 4.205 2.041 1.390
H 6.541 1.509 1.304
H 7.651 1.175 -0.874
H 6.320 1.057 -2.980
H 3.927 1.336 -2.812
H -3.356 1.832 -4.607
H -1.891 2.753 -4.227
H -3.261 2.657 -3.124
H -2.050 0.335 -5.990
H -3.433 -0.158 -8.018
H -5.552 -1.413 -7.764
H -6.270 -2.089 -5.531
H -4.868 -1.758 -3.524
H -1.146 -2.973 -4.276
H -1.506 -5.543 -4.219
H -2.976 -6.465 -2.410
H -3.643 -5.096 -0.611
H -3.283 -2.534 -0.751
H -3.889 2.727 0.771
H -4.554 2.137 2.387
H -4.591 1.134 0.886
H -3.903 -1.540 3.798
H -4.770 -1.633 5.971
H -4.510 0.242 7.624
H -3.547 2.318 6.755
H -2.448 2.430 4.498
H -0.940 -0.403 4.942
H 0.208 -1.402 6.443
H 2.457 -2.403 6.312
H 3.323 -3.286 4.287
H 2.006 -3.406 2.275
C 2.284 -0.493 2.177
C 1.087 -1.421 2.349
N 0.536 -1.882 1.041
C -0.455 -2.923 1.106
C -0.565 -3.752 2.184
N 0.219 -3.534 3.258
H 2.125 0.234 1.399
H 3.189 -0.966 1.827
H 2.756 0.028 3.073
H -1.064 -3.052 0.228
H -1.414 -4.507 2.115
H 0.192 -4.119 4.047
*
```

=====

DFT (ωB97M-V/def2-TZVPD) results for C2H5O in the gas phase.

Output
expectation value of S²: 0.754
energy: -154.3486 a.u.
frontier orbital gap (spin up / spin down): 11.985 / 8.792 eV

The geometry in ORCA input format:
```
! RIJCOSX wB97M-V def2-TZVPD def2/J DEFGRID3
* xyz 0 2
C 0.077 -0.772 -0.192
O 0.129 -1.321 1.057
C -0.057 0.760 0.056
H 1.034 -0.917 -0.708
H -0.738 -1.098 -0.841
H -0.056 1.456 -0.773
H -1.026 0.820 0.565
H 0.636 1.071 0.837
*
```

=====

DFT (ωB97M-V/def2-TZVPD) results for C39H37BF2N4O4S5Sr as an isolated structure.

Output
energy: -4274.8641 a.u.
frontier orbital gap: 7.114 eV

The geometry in ORCA input format:
```
! RIJCOSX wB97M-V def2-TZVPD def2/J DEFGRID3
* xyz 0 1
Sr 0.687 0.463 0.406
C 3.326 3.268 -0.373
C 2.122 3.857 0.286
N 1.110 3.161 0.717
C 0.162 3.969 1.314
C 0.449 5.297 1.283
S 1.971 5.546 0.550
C -0.993 3.374 2.005
C -1.791 4.012 2.901
S -2.915 2.913 3.567
C -2.235 1.644 2.624
N -1.262 2.031 1.856
C -2.692 0.229 2.730
H 3.038 2.687 -1.250
H 3.832 2.596 0.325
H 4.029 4.037 -0.685
H -0.141 6.113 1.668
H -1.761 5.047 3.200
H -3.704 0.163 3.127
H -2.019 -0.320 3.393
H -2.659 -0.236 1.746
O -1.327 1.274 -0.982
S -2.352 2.249 -1.478
C -2.807 1.708 -3.148
C -1.694 1.005 -3.929
C -1.826 -0.513 -3.856
C -0.937 -1.262 -4.843
S 0.770 -1.574 -4.303
O 0.977 -0.212 -2.272
C 0.534 -3.144 -3.494
C 0.462 -4.307 -4.260
C 0.239 -5.533 -3.649
C 0.091 -5.608 -2.269
C 0.180 -4.455 -1.504
C 0.408 -3.226 -2.113
C -1.491 3.746 -1.925
C -0.151 3.706 -2.268
C 0.458 4.870 -2.713
C -0.261 6.057 -2.777
C -1.596 6.090 -2.394
C -2.220 4.926 -1.969
H -3.143 2.619 -3.647
H -3.674 1.059 -3.008
H -0.703 1.287 -3.564
H -1.752 1.333 -4.970
H -2.863 -0.793 -4.079
H -1.594 -0.838 -2.842
H -0.841 -0.704 -5.778
H -1.368 -2.237 -5.074
H 0.587 -4.244 -5.334
H 0.191 -6.432 -4.251
H -0.085 -6.565 -1.794
H 0.075 -4.505 -0.426
H 0.499 -2.323 -1.529
H 0.411 2.786 -2.195
H 1.498 4.841 -3.014
H 0.224 6.963 -3.117
H -2.149 7.020 -2.422
H -3.264 4.933 -1.675
O 1.951 0.900 2.445
S 1.458 -0.241 3.243
O 0.662 0.100 4.394
N 0.749 -1.200 2.190
C -0.082 -2.235 2.592
C -0.001 -2.906 3.792
C -0.880 -3.969 4.085
C -1.840 -4.358 3.198
C -1.966 -3.680 1.962
C -2.977 -3.995 1.027
C -3.082 -3.269 -0.121
C -2.152 -2.236 -0.351
N -1.181 -1.925 0.468
C -1.080 -2.627 1.640
C 2.927 -1.025 3.858
C 3.765 -1.694 2.976
C 4.951 -2.233 3.446
C 5.292 -2.099 4.787
C 4.447 -1.430 5.660
C 3.257 -0.886 5.197
H 0.733 -2.616 4.530
H -0.785 -4.473 5.038
H -2.522 -5.167 3.429
H -3.665 -4.804 1.243
H -3.852 -3.469 -0.853
H -2.215 -1.652 -1.260
H 3.490 -1.795 1.933
H 5.611 -2.754 2.765
H 6.222 -2.519 5.150
H 4.713 -1.328 6.704
H 2.582 -0.360 5.859
F 3.277 -0.115 -2.266
B 2.038 0.517 -2.260
F 2.100 1.691 -3.024
*
```

=====

DFT (ωB97M-V/def2-TZVPD) results for a 2-piece molecular cluster, C9H12Si overall.

Output
energy: -639.4844 a.u.
structure (SMILES): [SiH3]c1ccccc1.C#CC
frontier orbital gap: 10.254 eV

The geometry in ORCA input format:
```
! RIJCOSX wB97M-V def2-TZVPD def2/J DEFGRID3
* xyz 0 1
Si 0.115 2.293 0.072
C 1.236 0.793 -0.120
C 0.573 -0.442 -0.084
C 1.335 -1.579 -0.012
C 2.749 -1.500 -0.157
C 3.370 -0.288 -0.155
C 2.580 0.870 -0.015
H -1.152 1.644 -0.126
H 0.161 3.554 -0.677
H 0.187 2.632 1.406
H -0.450 -0.376 -0.056
H 1.021 -2.610 -0.053
H 3.366 -2.481 -0.210
H 4.353 -0.050 -0.175
H 2.972 1.783 0.010
C -2.707 -0.013 -1.484
C -3.158 -0.261 -0.388
C -3.405 -0.898 0.863
H -2.538 0.221 -2.496
H -3.438 -1.997 0.803
H -4.424 -0.618 1.350
H -2.747 -0.674 1.704
*
```

=====

DFT (ωB97M-V/def2-TZVPD) results for a 15-piece molecular cluster, C2H32O16 overall.

Output
energy: -1299.2473 a.u.
frontier orbital gap: 6.693 eV

The geometry in ORCA input format:
```
! RIJCOSX wB97M-V def2-TZVPD def2/J DEFGRID3
* xyz -2 1
O -1.161 1.413 0.149
C -0.487 0.228 0.689
C 0.595 -0.502 -0.246
O 1.699 0.217 -0.725
H -1.113 -0.548 1.130
H 0.158 0.540 1.510
H 0.020 -0.859 -1.100
H 1.026 -1.405 0.187
O 0.883 0.480 -3.515
H 0.174 -0.157 -3.429
H 1.415 0.355 -2.730
O -3.159 -3.016 -0.531
H -2.378 -2.555 -0.224
H -3.590 -2.394 -1.117
O 2.317 -1.855 2.538
H 2.537 -0.927 2.459
H 1.363 -1.870 2.618
O -2.242 3.095 2.152
H -3.051 3.312 1.688
H -1.782 2.495 1.565
O 2.825 0.782 2.113
H 2.343 0.693 1.291
H 3.654 1.190 1.863
O 4.859 0.601 -1.968
H 4.093 0.200 -1.557
H 5.498 -0.109 -2.029
O -0.170 -1.276 3.579
H -0.600 -0.918 2.803
H 0.263 -0.523 3.983
O -2.630 3.912 -0.720
H -2.487 3.958 -1.666
H -2.282 3.057 -0.466
O 3.461 -2.028 -0.818
H 2.840 -1.302 -0.750
H 2.946 -2.805 -0.600
O 0.966 3.236 2.454
H 0.186 2.682 2.480
H 1.650 2.670 2.097
O -3.948 0.522 0.595
H -3.021 0.716 0.459
H -4.394 1.353 0.428
O -0.242 -3.936 -0.404
H -0.775 -4.074 0.378
H 0.617 -3.679 -0.068
O -2.099 0.845 -2.475
H -1.709 0.943 -1.606
H -2.045 1.719 -2.862
O -0.936 -1.508 -3.584
H -1.549 -0.930 -3.128
H -0.540 -2.033 -2.889
*
```

=====

DFT (ωB97M-V/def2-TZVPD) results for C32H50ClGeN3O2PbSSi4 as an isolated structure.

Output
expectation value of S²: 0.775
energy: -5850.2151 a.u.
frontier orbital gap (spin up / spin down): 7.919 / 4.843 eV

The geometry in ORCA input format:
```
! RIJCOSX wB97M-V def2-TZVPD def2/J DEFGRID3
* xyz 1 2
Pb 0.717 0.715 -1.706
C 3.315 6.793 -1.755
Si 3.108 6.091 -0.042
C 4.349 6.823 1.134
C 1.459 6.286 0.737
C 3.415 4.212 0.011
C 4.324 3.645 0.921
C 4.412 2.296 1.193
C 3.424 1.460 0.641
N 2.567 1.909 -0.257
C 2.563 3.248 -0.544
S 1.257 3.693 -1.605
H 3.046 7.859 -1.830
H 2.726 6.221 -2.485
H 4.379 6.626 -2.017
H 4.249 7.895 1.015
H 5.401 6.546 0.967
H 4.060 6.554 2.114
H 1.210 7.346 1.024
H 1.396 5.705 1.647
H 0.557 5.919 0.175
H 4.967 4.309 1.502
H 5.161 1.923 1.907
H 3.276 0.392 0.831
Cl 1.266 -1.152 0.519
O -0.833 1.336 1.994
C -1.502 1.441 0.996
N -2.838 1.799 0.850
C -3.321 1.572 -0.514
C -1.937 1.534 -1.244
O -1.758 1.632 -2.455
N -0.978 1.312 -0.334
C -4.053 0.198 -0.676
C -3.819 -0.673 -1.769
C -4.716 -1.727 -2.012
C -5.810 -1.943 -1.154
C -6.023 -1.132 -0.034
C -5.156 -0.050 0.139
C -4.151 2.685 -1.048
C -4.874 2.511 -2.209
C -5.469 3.597 -2.817
C -5.506 4.805 -2.182
C -4.772 4.978 -1.028
C -4.090 3.936 -0.433
H -3.353 1.993 1.700
H -3.037 -0.453 -2.447
H -4.625 -2.278 -2.930
H -6.469 -2.802 -1.373
H -6.877 -1.265 0.609
H -5.392 0.584 0.957
H -4.982 1.620 -2.747
H -5.887 3.444 -3.806
H -5.958 5.671 -2.691
H -4.745 5.962 -0.595
H -3.477 4.073 0.448
C -2.053 -2.930 1.119
Si -1.006 -3.888 -0.066
C -1.245 -3.341 -1.857
C -1.291 -5.739 -0.034
Ge 1.288 -3.424 0.554
Si 1.797 -3.665 2.980
C 3.064 -2.313 3.413
C 0.089 -3.572 3.767
C 2.500 -5.379 3.321
Si 3.112 -4.041 -1.051
C 4.752 -3.869 -0.162
C 2.655 -5.760 -1.721
C 2.873 -2.719 -2.402
H -2.928 -3.448 1.518
H -2.486 -1.979 0.724
H -1.548 -2.508 2.014
H -2.313 -3.306 -2.011
H -0.790 -4.057 -2.576
H -0.898 -2.305 -2.025
H -2.317 -5.922 -0.353
H -1.176 -6.015 1.042
H -0.627 -6.313 -0.662
H 4.069 -2.781 3.446
H 2.783 -1.839 4.366
H 3.053 -1.561 2.648
H -0.357 -2.589 3.548
H 0.117 -3.700 4.853
H -0.531 -4.365 3.349
H 3.429 -5.562 2.821
H 1.794 -6.152 3.059
H 2.651 -5.485 4.421
H 4.774 -4.576 0.704
H 4.893 -2.850 0.223
H 5.586 -4.130 -0.881
H 2.868 -6.462 -0.908
H 3.257 -5.969 -2.631
H 1.633 -5.826 -1.923
H 2.994 -1.759 -1.952
H 1.817 -2.706 -2.712
H 3.517 -2.868 -3.256
*
```

=====

DFT (ωB97M-V/def2-TZVPD) results for C3H13NO3S as an isolated structure.

Output
energy: -800.3730 a.u.
frontier orbital gap: 5.361 eV

The geometry in ORCA input format:
```
! RIJCOSX wB97M-V def2-TZVPD def2/J DEFGRID3
* xyz 0 1
C -1.196 0.297 0.698
C -0.098 1.222 1.397
S 0.813 2.067 0.213
N -1.768 -0.534 1.689
C 0.238 -0.660 -3.217
O -1.119 -1.543 -2.530
H -0.721 -0.299 -0.089
H -1.891 0.962 0.192
H -0.636 1.846 2.105
H 0.643 0.622 1.993
H -0.825 -1.209 -3.589
H -1.453 -0.164 2.607
H 0.071 0.374 -3.514
H 0.251 -0.645 -2.131
H 1.004 -1.228 -3.726
H 1.937 0.456 -0.475
H 3.116 -0.543 -0.024
O 2.564 -0.237 -0.748
H 0.593 0.446 4.093
H -1.430 -1.484 1.610
O -0.092 0.254 3.446
*
```

=====

DFT (ωB97M-V/def2-TZVPD) results for C23H32BeN6O2P2 as an isolated structure.

Output
energy: -2071.7664 a.u.
frontier orbital gap: 7.266 eV

The geometry in ORCA input format:
```
! RIJCOSX wB97M-V def2-TZVPD def2/J DEFGRID3
* xyz 2 1
Be -0.309 0.341 0.286
C -2.747 3.731 0.409
C -3.267 3.485 1.664
C -2.957 2.302 2.320
C -2.074 1.393 1.742
C -1.482 1.631 0.483
C -1.843 2.825 -0.165
C -1.707 0.108 2.334
C -2.391 -0.506 3.403
C -2.062 -1.781 3.777
C -0.976 -2.436 3.157
C -0.556 -3.744 3.482
C 0.565 -4.276 2.901
C 1.312 -3.527 1.979
C 0.907 -2.268 1.620
C -0.262 -1.710 2.166
N -0.681 -0.494 1.740
H -3.041 4.617 -0.133
H -3.945 4.194 2.110
H -3.418 2.106 3.276
H -1.582 2.949 -1.214
H -3.194 0.017 3.897
H -2.610 -2.282 4.562
H -1.128 -4.317 4.197
H 0.893 -5.272 3.157
H 2.213 -3.949 1.559
H 1.463 -1.685 0.901
C 1.362 -1.110 -4.153
N 0.121 -0.353 -4.199
C -0.956 -1.238 -4.616
N -1.087 -2.380 -3.728
C 0.171 -3.103 -3.681
N 1.282 -2.258 -3.267
C 1.192 -1.868 -1.887
P -0.363 -0.896 -1.520
C -0.167 0.300 -2.950
C -1.565 -2.024 -2.422
H 2.174 -0.452 -3.830
H 1.581 -1.467 -5.161
H -0.732 -1.602 -5.622
H -1.899 -0.686 -4.645
H 0.391 -3.481 -4.681
H 0.079 -3.949 -2.996
H 2.059 -1.243 -1.638
H 1.213 -2.762 -1.256
H 0.650 0.992 -2.713
H -1.098 0.872 -3.049
H -2.518 -1.491 -2.513
H -1.733 -2.935 -1.840
N 3.331 0.756 2.385
C 3.493 1.712 1.268
P 1.672 2.020 0.880
O 1.054 2.318 2.187
O 1.274 0.770 0.148
C 1.539 3.521 -0.231
N 0.426 4.325 0.295
H 2.987 -0.149 2.023
H 2.560 1.163 2.963
H 4.177 0.605 2.949
H 4.065 1.271 0.454
H 3.995 2.611 1.624
H 1.327 3.217 -1.257
H 2.470 4.090 -0.220
H -0.525 3.729 0.206
H 0.312 5.208 -0.213
H 0.568 4.512 1.297
*
```

=====

What did the ninth record say?
DFT (ωB97M-V/def2-TZVPD) results for C23H32BeN6O2P2 as an isolated structure.

Output
energy: -2071.7664 a.u.
frontier orbital gap: 7.266 eV

The geometry in ORCA input format:
```
! RIJCOSX wB97M-V def2-TZVPD def2/J DEFGRID3
* xyz 2 1
Be -0.309 0.341 0.286
C -2.747 3.731 0.409
C -3.267 3.485 1.664
C -2.957 2.302 2.320
C -2.074 1.393 1.742
C -1.482 1.631 0.483
C -1.843 2.825 -0.165
C -1.707 0.108 2.334
C -2.391 -0.506 3.403
C -2.062 -1.781 3.777
C -0.976 -2.436 3.157
C -0.556 -3.744 3.482
C 0.565 -4.276 2.901
C 1.312 -3.527 1.979
C 0.907 -2.268 1.620
C -0.262 -1.710 2.166
N -0.681 -0.494 1.740
H -3.041 4.617 -0.133
H -3.945 4.194 2.110
H -3.418 2.106 3.276
H -1.582 2.949 -1.214
H -3.194 0.017 3.897
H -2.610 -2.282 4.562
H -1.128 -4.317 4.197
H 0.893 -5.272 3.157
H 2.213 -3.949 1.559
H 1.463 -1.685 0.901
C 1.362 -1.110 -4.153
N 0.121 -0.353 -4.199
C -0.956 -1.238 -4.616
N -1.087 -2.380 -3.728
C 0.171 -3.103 -3.681
N 1.282 -2.258 -3.267
C 1.192 -1.868 -1.887
P -0.363 -0.896 -1.520
C -0.167 0.300 -2.950
C -1.565 -2.024 -2.422
H 2.174 -0.452 -3.830
H 1.581 -1.467 -5.161
H -0.732 -1.602 -5.622
H -1.899 -0.686 -4.645
H 0.391 -3.481 -4.681
H 0.079 -3.949 -2.996
H 2.059 -1.243 -1.638
H 1.213 -2.762 -1.256
H 0.650 0.992 -2.713
H -1.098 0.872 -3.049
H -2.518 -1.491 -2.513
H -1.733 -2.935 -1.840
N 3.331 0.756 2.385
C 3.493 1.712 1.268
P 1.672 2.020 0.880
O 1.054 2.318 2.187
O 1.274 0.770 0.148
C 1.539 3.521 -0.231
N 0.426 4.325 0.295
H 2.987 -0.149 2.023
H 2.560 1.163 2.963
H 4.177 0.605 2.949
H 4.065 1.271 0.454
H 3.995 2.611 1.624
H 1.327 3.217 -1.257
H 2.470 4.090 -0.220
H -0.525 3.729 0.206
H 0.312 5.208 -0.213
H 0.568 4.512 1.297
*
```

=====

Which of these has the highest energy?
C2H5O

=====

What is the energy in the sixth record?
-1299.2473 a.u.